{"formula": "C16H40F18N4O3P3", "method": "ωB97M-V with the def2-TZVPD basis set", "homo_energy_ha": -0.202, "charge": -1, "relative_energy_kj_mol": 735.8, "elements": ["N", "H", "H", "H", "H", "N", "O", "O", "O", "C", "C", "C", "N", "C", "C", "C", "C", "C", "H", "H", "H", "H", "H", "H", "H", "H", "H", "H", "H", "H", "H", "H", "H", "H", "H", "H", "C", "C", "C", "N", "C", "C", "C", "C", "C", "H", "H", "H", "H", "H", "H", "H", "H", "H", "H", "H", "H", "H", "H", "H", "H", "H", "H", "P", "F", "F", "F", "F", "F", "F", "P", "F", "F", "F", "F", "F", "F", "P", "F", "F", "F", "F", "F", "F"], "xyz": [[-0.839, -1.304, -2.166], [-0.781, -1.867, -1.314], [-0.691, -0.310, -2.009], [-1.725, -1.293, -2.667], [-0.190, -1.712, -2.838], [-2.570, -3.371, -0.186], [-3.106, -3.575, -1.290], [-3.233, -3.323, 0.868], [-1.343, -3.132, -0.130], [3.079, -1.659, -2.935], [4.282, -1.222, -2.082], [4.042, -1.713, -0.677], [4.908, -1.249, 0.484], [6.374, -1.544, 0.154], [4.776, 0.269, 0.733], [4.595, 0.319, 2.263], [4.881, -1.065, 2.804], [4.534, -2.063, 1.728], [3.055, -1.441, -4.000], [2.226, -1.100, -2.546], [2.897, -2.722, -2.778], [4.391, -0.137, -2.140], [5.162, -1.721, -2.493], [4.052, -2.805, -0.733], [3.004, -1.543, -0.380], [6.463, -2.627, 0.170], [6.966, -1.061, 0.931], [6.637, -1.070, -0.788], [5.666, 0.779, 0.373], [3.906, 0.632, 0.189], [5.392, 0.867, 2.774], [3.657, 0.798, 2.532], [5.826, -1.256, 3.314], [4.196, -1.167, 3.651], [4.881, -3.087, 1.839], [3.445, -2.135, 1.691], [-4.111, 3.950, 5.520], [-4.232, 3.822, 3.984], [-3.093, 3.160, 3.228], [-3.535, 2.303, 2.047], [-4.303, 3.044, 0.954], [-4.426, 1.170, 2.599], [-4.317, 0.039, 1.592], [-3.096, 0.276, 0.787], [-2.404, 1.423, 1.367], [-3.251, 4.534, 5.850], [-3.968, 2.951, 5.933], [-4.980, 4.512, 5.857], [-4.223, 4.837, 3.577], [-5.196, 3.414, 3.684], [-2.564, 2.463, 3.883], [-2.298, 3.866, 2.988], [-3.702, 3.883, 0.600], [-5.275, 3.441, 1.238], [-4.387, 2.435, 0.054], [-5.415, 1.620, 2.665], [-4.129, 0.865, 3.601], [-5.127, 0.110, 0.870], [-4.119, -0.931, 2.046], [-3.438, 0.428, -0.239], [-2.436, -0.589, 0.696], [-1.814, 1.883, 0.571], [-1.643, 1.097, 2.079], [-0.074, -2.843, -5.318], [-1.369, -2.557, -4.406], [0.684, -1.858, -4.272], [0.341, -4.148, -4.433], [1.327, -3.076, -6.152], [-0.902, -3.782, -6.336], [-0.389, -1.531, -6.218], [1.908, -0.091, 0.402], [2.875, 0.516, -0.729], [3.187, -0.877, 1.047], [2.191, 1.014, 1.563], [0.904, -0.799, 1.436], [0.618, 0.758, -0.195], [1.561, -1.249, -0.702], [-2.869, 1.607, -3.697], [-2.749, 2.981, -4.593], [-1.303, 1.651, -3.304], [-3.291, 2.325, -2.284], [-2.927, 0.149, -3.053], [-4.466, 1.649, -4.017], [-2.589, 0.765, -5.119]]}

{"formula": "C3H5ClO", "method": "ωB97M-V with the def2-TZVPD basis set", "smiles": "CC(=O)CCl", "homo_energy_ha": -0.351, "relative_energy_kj_mol": 70.5, "elements": ["C", "C", "C", "H", "H", "H", "H", "H", "O", "Cl"], "xyz": [[-1.021, 0.913, 0.057], [0.027, 0.081, -0.755], [1.093, -0.808, 0.192], [-1.821, 1.338, -0.561], [-0.539, 1.630, 0.673], [-1.426, 0.205, 0.881], [1.484, -0.059, 0.735], [1.926, -1.208, -0.452], [-0.046, -0.042, -1.899], [0.322, -2.050, 1.130]]}

{"formula": "C3H8N2S", "method": "ωB97M-V with the def2-TZVPD basis set", "smiles": "CC(=S)N(C)N", "homo_energy_ha": -0.296, "relative_energy_kj_mol": 259.9, "elements": ["C", "C", "C", "N", "N", "S", "H", "H", "H", "H", "H", "H", "H", "H"], "xyz": [[-0.691, -0.569, 0.801], [-1.813, -0.756, -0.171], [1.049, 0.450, -0.684], [1.342, 0.359, 1.699], [0.518, 0.054, 0.634], [-1.130, -1.060, 2.380], [-1.674, -0.332, -1.189], [-1.949, -1.830, -0.402], [-2.645, -0.360, 0.463], [0.301, 0.977, -1.387], [2.145, 0.979, -0.524], [1.334, -0.556, -1.109], [0.790, 0.240, 2.543], [2.230, -0.188, 1.905]]}

no.,gap between HOMO and LUMO (eV),E (eV)
1,6.835,-106132.695
2,10.405,-17761.047
3,8.763,-17054.037